{
  "formula": "C7H9N3S2",
  "method": "ωB97M-V with the def2-TZVPD basis set",
  "orbital_gap_ev": 8.45,
  "charge": 0,
  "homo_energy_ev": -7.88,
  "de_lowest_ev": 0.000,
  "lumo_ev": 0.570,
  "elements": ["C", "C", "C", "C", "C", "C", "C", "N", "N", "N", "S", "S", "H", "H", "H", "H", "H", "H", "H", "H", "H"],
  "positions_angstrom": [[-3.5571, 0.2311, 0.3143], [-2.3018, 0.5898, -0.3002], [-3.6406, -0.9857, 0.8029], [-1.3693, -0.4382, -0.2179], [1.9298, -1.0583, 0.0322], [0.7147, 0.8111, -0.6576], [3.0892, 1.0304, 0.4388], [0.6951, -1.5795, -0.4342], [-0.0914, -0.4639, -0.6471], [1.9010, 0.2945, 0.1095], [3.2593, -1.8837, 0.6057], [-2.0724, -1.8559, 0.4187], [-4.3448, 0.9705, 0.2076], [-2.0901, 1.6116, -0.7073], [-4.4476, -1.4753, 1.1902], [0.9555, 1.1284, -1.6663], [0.1885, 1.4567, -0.0598], [4.0504, 0.6558, 0.0118], [2.9958, 2.0667, 0.2784], [3.2048, 1.0210, 1.5176], [0.9310, -2.1273, -1.2371]],
  "atomic_forces_ev_per_a": [[0.61, 2.50, -1.51], [0.94, 0.39, 0.16], [3.30, -1.12, -1.22], [-2.15, 0.73, 0.06], [1.17, 0.01, 1.78], [1.21, -3.99, 0.25], [0.94, -0.38, 0.95], [1.68, 0.76, 1.31], [0.90, 2.04, -1.86], [-1.18, -0.40, -1.85], [-0.78, -0.46, -0.68], [-1.62, -0.03, 1.26], [-0.23, -0.30, 0.55], [-0.22, -1.20, 0.38], [-1.75, -1.35, 0.96], [0.12, 0.33, -0.06], [-1.20, 2.09, 1.00], [-1.04, 0.05, 0.01], [-0.50, 1.27, -0.93], [0.24, -0.48, 0.32], [-0.44, -0.46, -0.88]]
}